{
  "formula": "C11H14N4",
  "method": "wB97M-V/def2-TZVPD",
  "elements": ["C", "C", "C", "C", "C", "C", "C", "N", "N", "C", "N", "C", "C", "C", "N", "H", "H", "H", "H", "H", "H", "H", "H", "H", "H", "H", "H", "H", "H"],
  "positions_angstrom": [[2.748, -0.204, 1.036], [1.593, 0.220, 0.111], [1.762, -0.485, -1.236], [1.659, 1.739, -0.098], [0.332, -0.132, 0.850], [-0.665, -0.971, 0.559], [-1.750, -1.342, 1.457], [-2.612, -2.116, 0.909], [-2.210, -2.411, -0.351], [-1.135, -1.539, -0.766], [-1.693, -0.434, -1.554], [-1.865, 0.669, -1.099], [-2.068, 1.850, -0.573], [-3.235, 2.131, 0.154], [-4.162, 2.394, 0.775], [2.665, -1.260, 1.284], [2.730, 0.367, 1.962], [3.707, -0.037, 0.550], [2.709, -0.192, -1.682], [1.774, -1.564, -1.105], [0.968, -0.214, -1.927], [2.647, 2.022, -0.456], [1.466, 2.264, 0.834], [0.925, 2.057, -0.836], [0.317, 0.267, 1.859], [-1.845, -1.039, 2.480], [-2.951, -2.633, -0.999], [-0.425, -2.076, -1.396], [-1.388, 2.671, -0.740]],
  "smiles": "CC(C)(C)/C=C1/C=NN[C@H]1N=C=CC#N",
  "homo_lumo_gap_ev": 9.110
}


{
  "formula": "C24H36BN5O9Pb2",
  "method": "wB97M-V/def2-TZVPD",
  "elements": ["Pb", "Pb", "O", "C", "O", "B", "O", "C", "O", "O", "C", "O", "C", "O", "O", "O", "H", "C", "C", "C", "C", "N", "H", "H", "H", "H", "H", "H", "H", "C", "C", "C", "C", "N", "H", "H", "H", "H", "H", "H", "H", "C", "C", "C", "C", "N", "H", "H", "H", "H", "H", "H", "H", "C", "C", "C", "C", "N", "H", "H", "H", "H", "H", "H", "H", "C", "C", "C", "C", "N", "H", "H", "H", "H", "H", "H", "H"],
  "positions_angstrom": [[-12.712, 3.635, -1.933], [-10.669, 2.681, 3.986], [-5.529, 2.585, 0.621], [-4.758, 2.293, -0.301], [-3.495, 2.249, -0.170], [-2.929, 1.861, -1.482], [-4.052, 1.546, -2.314], [-5.168, 1.892, -1.693], [-6.363, 1.927, -2.098], [-2.091, 0.600, -1.337], [-0.879, 0.808, -1.800], [-0.014, -0.048, -1.783], [-0.755, 2.278, -2.159], [-1.970, 2.899, -2.037], [0.318, 2.750, -2.541], [-11.886, 0.491, 0.652], [-12.234, -0.393, 0.880], [-5.790, 8.602, -0.788], [-5.334, 8.099, -2.181], [-6.455, 8.569, -3.190], [-7.747, 7.805, -3.183], [-8.718, 7.200, -3.113], [-5.751, 9.691, -0.754], [-5.103, 8.261, -0.013], [-6.785, 8.348, -0.425], [-5.222, 7.015, -2.194], [-4.337, 8.423, -2.479], [-5.955, 8.594, -4.158], [-6.658, 9.636, -3.109], [8.309, 3.914, -1.495], [7.682, 3.828, -0.032], [6.271, 3.316, 0.107], [5.837, 3.214, 1.498], [5.538, 3.089, 2.627], [9.394, 4.010, -1.450], [7.876, 4.674, -2.146], [8.242, 2.968, -2.033], [7.767, 4.813, 0.427], [8.281, 3.155, 0.581], [6.262, 2.290, -0.260], [5.607, 3.942, -0.489], [8.304, -3.378, -2.506], [7.290, -4.420, -3.121], [7.800, -5.382, -4.157], [9.042, -6.175, -3.799], [10.015, -6.674, -3.486], [8.759, -2.619, -3.142], [9.186, -3.909, -2.148], [7.921, -2.888, -1.611], [6.363, -3.946, -3.443], [7.021, -4.909, -2.185], [7.945, -4.863, -5.105], [6.992, -6.100, -4.304], [-3.758, -5.931, 1.515], [-4.863, -4.797, 1.672], [-4.533, -3.888, 2.863], [-5.655, -2.909, 3.143], [-6.497, -2.119, 3.487], [-4.093, -6.791, 0.935], [-3.654, -6.400, 2.493], [-2.795, -5.473, 1.287], [-5.791, -5.278, 1.983], [-4.884, -4.202, 0.759], [-3.597, -3.395, 2.600], [-4.482, -4.561, 3.719], [2.741, -3.816, 4.003], [3.125, -5.074, 4.812], [1.969, -6.044, 4.860], [2.029, -7.196, 5.789], [2.095, -8.113, 6.550], [2.441, -4.092, 2.992], [3.533, -3.079, 3.874], [1.795, -3.353, 4.285], [3.481, -4.617, 5.736], [3.900, -5.547, 4.210], [1.602, -6.150, 3.839], [1.227, -5.421, 5.360]],
  "total_charge": 2,
  "homo_lumo_gap_ev": 1.265
}


{
  "formula": "C24H40Br2Ge2InN3O2",
  "method": "wB97M-V/def2-TZVPD",
  "elements": ["In", "N", "C", "C", "O", "O", "H", "H", "H", "H", "C", "C", "Ge", "C", "C", "C", "C", "Ge", "C", "C", "C", "C", "C", "C", "C", "C", "C", "C", "H", "H", "H", "H", "H", "H", "H", "H", "H", "H", "H", "H", "H", "H", "H", "H", "H", "H", "H", "H", "H", "H", "H", "H", "H", "H", "Br", "C", "Br", "H", "H", "C", "C", "C", "C", "N", "N", "C", "H", "H", "H", "H", "H", "H", "H", "H"],
  "positions_angstrom": [[2.481, 2.294, 0.044], [0.330, 3.480, 1.003], [-0.860, 3.087, 0.246], [-0.935, 1.599, 0.014], [-1.805, 1.178, -0.781], [-0.122, 0.855, 0.653], [0.250, 3.173, 1.967], [0.391, 4.493, 1.028], [-0.861, 3.573, -0.726], [-1.805, 3.363, 0.728], [1.318, -2.526, 2.917], [1.249, -1.509, 1.772], [-0.559, -0.905, 1.406], [-1.668, -0.319, 2.890], [-2.300, -1.498, 3.641], [-1.524, -2.017, 0.168], [-1.989, -1.890, -1.078], [-1.690, -0.269, -2.125], [-3.044, 0.534, -3.259], [-3.469, -0.198, -4.534], [0.172, -0.092, -2.667], [0.562, -1.135, -3.723], [-2.705, -2.986, -1.768], [-3.560, -3.850, -1.081], [-4.191, -4.887, -1.745], [-3.977, -5.082, -3.104], [-3.135, -4.228, -3.801], [-2.514, -3.183, -3.134], [2.344, -2.860, 3.068], [0.718, -3.414, 2.712], [0.969, -2.098, 3.858], [1.649, -1.933, 0.849], [1.851, -0.627, 2.009], [-2.452, 0.321, 2.475], [-1.066, 0.296, 3.561], [-2.901, -2.120, 2.976], [-2.960, -1.137, 4.429], [-1.548, -2.135, 4.108], [-1.682, -2.993, 0.639], [-2.612, 1.508, -3.507], [-3.906, 0.730, -2.619], [-2.619, -0.455, -5.169], [-4.127, 0.444, -5.119], [-4.012, -1.114, -4.310], [0.795, -0.215, -1.776], [0.333, 0.919, -3.044], [0.386, -2.154, -3.373], [1.621, -1.052, -3.966], [0.006, -0.995, -4.651], [-3.760, -3.692, -0.028], [-4.861, -5.542, -1.204], [-4.473, -5.893, -3.619], [-2.962, -4.374, -4.859], [-1.843, -2.539, -3.697], [3.224, 2.025, -3.981], [2.254, 3.633, -4.372], [0.737, 3.903, -3.194], [1.864, 3.565, -5.377], [2.913, 4.481, -4.247], [6.591, 2.676, 4.068], [5.160, 2.460, 3.714], [4.046, 2.242, 4.498], [2.969, 2.121, 3.613], [3.382, 2.254, 2.350], [4.721, 2.460, 2.443], [1.535, 1.878, 3.952], [6.748, 2.460, 5.122], [6.883, 3.711, 3.888], [7.246, 2.028, 3.486], [4.020, 2.174, 5.573], [5.284, 2.568, 1.615], [1.456, 1.237, 4.829], [1.019, 1.383, 3.128], [1.022, 2.812, 4.194]],
  "total_charge": 2,
  "homo_lumo_gap_ev": 8.029
}


{
  "formula": "C5H10O",
  "method": "wB97M-V/def2-TZVPD",
  "elements": ["C", "C", "C", "C", "C", "O", "H", "H", "H", "H", "H", "H", "H", "H", "H", "H"],
  "positions_angstrom": [[0.294, 2.223, 0.633], [-0.447, 1.477, -0.285], [-1.131, 0.102, -0.128], [-0.088, -0.938, -0.601], [1.136, -1.070, 0.293], [-0.745, -2.242, -0.726], [0.333, 2.085, 1.712], [0.784, 3.107, 0.231], [-0.305, 1.741, -1.350], [-1.355, -0.067, 0.916], [-2.036, 0.056, -0.759], [0.250, -0.763, -1.622], [1.859, -1.878, -0.069], [1.687, -0.113, 0.268], [0.778, -1.229, 1.330], [-1.015, -2.492, 0.156]],
  "smiles": "C=CC[C@@H](C)O",
  "homo_lumo_gap_ev": 10.543
}


{
  "formula": "C24H20BrN8O2PdS2Se",
  "method": "wB97M-V/def2-TZVPD",
  "elements": ["Pd", "O", "N", "N", "O", "C", "C", "C", "C", "C", "C", "H", "H", "H", "H", "H", "C", "C", "N", "C", "C", "S", "C", "C", "S", "C", "N", "C", "H", "H", "H", "H", "H", "H", "H", "H", "Se", "N", "C", "C", "C", "C", "N", "C", "N", "H", "H", "H", "Br", "C", "C", "C", "C", "N", "C", "H", "H", "H", "H"],
  "positions_angstrom": [[0.920, 0.960, -1.340], [-1.904, -0.214, -0.612], [-2.656, -0.752, 0.000], [-1.805, -1.279, 1.594], [-0.664, -0.947, 1.635], [-2.496, -1.956, 2.563], [-1.867, -2.270, 3.791], [-2.585, -2.951, 4.738], [-3.911, -3.321, 4.471], [-4.530, -3.014, 3.258], [-3.833, -2.325, 2.294], [-0.844, -1.966, 3.963], [-2.138, -3.203, 5.689], [-4.472, -3.856, 5.227], [-5.553, -3.314, 3.080], [-4.305, -2.080, 1.354], [-0.082, 4.660, -0.892], [-0.197, 3.843, -2.140], [0.275, 2.628, -2.385], [0.083, 2.278, -3.719], [-0.557, 3.209, -4.463], [-0.894, 4.572, -3.504], [0.681, 1.030, -4.168], [0.683, 0.509, -5.415], [1.677, -0.871, -5.454], [2.030, -0.717, -3.801], [1.433, 0.321, -3.238], [3.034, -1.650, -3.203], [0.867, 4.479, -0.393], [-0.901, 4.471, -0.200], [-0.128, 5.716, -1.154], [-0.810, 3.173, -5.510], [0.184, 0.874, -6.298], [3.780, -1.903, -3.955], [2.572, -2.585, -2.883], [3.550, -1.187, -2.368], [-0.448, -3.695, -1.413], [0.773, -4.179, -0.245], [1.507, -3.113, 0.015], [2.599, -3.078, 0.930], [3.223, -1.885, 1.101], [2.791, -0.743, 0.374], [1.822, -0.725, -0.509], [1.127, -1.911, -0.680], [0.084, -1.999, -1.476], [2.899, -3.979, 1.450], [4.068, -1.776, 1.765], [3.349, 0.175, 0.499], [-2.854, 2.789, 2.562], [-1.048, 2.529, 2.137], [-0.036, 2.733, 3.066], [1.272, 2.535, 2.656], [1.524, 2.119, 1.361], [0.546, 1.920, 0.468], [-0.716, 2.135, 0.855], [-0.266, 3.058, 4.072], [2.098, 2.708, 3.332], [2.537, 1.996, 1.010], [-1.488, 2.024, 0.107]],
  "total_charge": 3,
  "homo_lumo_gap_ev": [5.690, 5.688]
}


{
  "formula": "C4H7NOS",
  "method": "wB97M-V/def2-TZVPD",
  "elements": ["N", "C", "C", "C", "S", "C", "O", "H", "H", "H", "H", "H", "H", "H"],
  "positions_angstrom": [[-2.279, 1.217, 0.214], [-1.203, 1.204, -0.579], [-0.082, 0.355, -0.530], [0.270, -0.547, 0.516], [-0.645, -0.856, 1.885], [1.536, -1.363, 0.330], [2.298, -1.034, -0.894], [-3.075, 1.862, 0.066], [-2.253, 0.533, 0.993], [-1.193, 1.969, -1.338], [0.604, 0.374, -1.437], [1.202, -2.407, 0.363], [2.208, -1.190, 1.195], [2.612, -0.117, -0.784]],
  "smiles": "N/C=C\\C(=S)CO",
  "homo_lumo_gap_ev": 8.081
}